# C2H4O3P

A 2-piece molecular cluster, C2H4O3P overall at a distorted geometry (ωB97M-V/def2-TZVPD, the OMol25 dataset).

XYZ file:
```
10
Properties=species:S:1:pos:R:3:nbo_charge:R:1
C -0.591 0.716 0.702 0.3741
C 0.622 1.341 0.094 -0.7722
O -0.620 -1.522 -1.860 -1.1552
O -1.372 1.201 1.476 -0.6238
O 0.964 -2.175 0.018 -1.1584
P -0.345 -1.630 -0.409 1.8415
H 0.393 1.505 -0.961 0.2406
H 1.418 0.598 0.128 0.2493
H 0.939 2.281 0.557 0.1810
H -1.408 -2.314 0.255 -0.1770
```

Results
- Lowest unoccupied orbital energy (spin up / spin down): 4.12 / 4.12 eV
- Total charge: -1
- HOMO energy (spin up / spin down): -3.12 / -3.12 eV
- Kohn-Sham gap (spin up / spin down): 7.24 / 7.24 eV
- E_tot: -17571.43848 eV
- Relative energy (zero: lowest compared OMol25 entry of this formula, charge and spin): 41.4 kcal/mol
- 2S+1: 1

# C2H12N2O3

A 4-piece molecular cluster, C2H12N2O3 overall at a distorted geometry (ωB97M-V/def2-TZVPD, the OMol25 dataset).

XYZ file:
```
19
Properties=species:S:1:pos:R:3:nbo_charge:R:1
C -1.845 -1.149 -1.053 -0.4575
N -1.997 0.085 -0.315 -0.5143
C -1.859 -0.014 0.949 0.2973
N -1.067 -0.925 1.623 -0.8108
H -2.091 -1.016 -2.106 0.2030
H -0.803 -1.502 -1.113 0.1706
H -2.482 -1.966 -0.716 0.1848
H -2.193 0.717 1.683 0.1538
H -0.793 -1.754 1.126 0.3862
H -1.234 -0.987 2.612 0.3857
O 2.951 -0.160 -2.484 -0.9324
H 2.998 -0.781 -3.222 0.4652
H 3.802 0.290 -2.562 0.4678
O -0.190 3.680 1.278 -0.9393
H -0.251 3.293 0.398 0.4754
H -1.106 3.792 1.549 0.4642
O 2.380 -0.360 0.907 -0.9324
H 3.270 -0.254 1.260 0.4621
H 2.509 -0.990 0.188 0.4704
```

Results
- Lowest unoccupied orbital energy: 0.59 eV
- HOMO energy: -8.65 eV
- Kohn-Sham gap: 9.24 eV
- E_tot: -11390.46604 eV
- SMILES string: C/N=C\N.O.O.O
- Relative energy (zero: lowest compared OMol25 entry of this formula, charge and spin): 29.6 kcal/mol
- 2S+1: 1

# C5H9NO2

One molecule with the formula C5H9NO2 at a distorted geometry (ωB97M-V/def2-TZVPD, the OMol25 dataset).

XYZ file:
```
17
Properties=species:S:1:pos:R:3:nbo_charge:R:1
O 2.256 -0.504 -0.545 -0.6767
C 1.332 -0.305 0.366 0.0937
C 0.086 -1.231 -0.019 -0.4472
C -1.245 -0.552 0.378 0.0922
O -2.302 -0.544 -0.510 -0.7079
C -0.777 0.906 0.504 -0.1351
N -0.149 1.088 -0.778 -0.6256
C 0.604 1.030 0.359 -0.1047
H 1.813 -0.031 -1.228 0.4659
H 1.668 -0.777 1.376 0.1789
H 0.297 -1.567 -1.109 0.2257
H 0.062 -2.239 0.623 0.1996
H -1.383 -1.149 1.286 0.1943
H -2.222 0.057 -1.208 0.4802
H -1.074 1.728 0.906 0.2064
H -0.212 2.094 -0.996 0.3626
H 1.244 1.995 0.595 0.1976
```

Results
- Lowest unoccupied orbital energy: 0.76 eV
- HOMO energy: -9.46 eV
- Kohn-Sham gap: 10.22 eV
- E_tot: -10912.01039 eV
- SMILES string: O[C@@H]1C[C@H](O)[C@@H]2N[C@@H]21
- Relative energy (zero: lowest compared OMol25 entry of this formula, charge and spin): 105.3 kcal/mol
- 2S+1: 1

# C54H128N8O14

A 8-piece molecular cluster, C54H128N8O14 overall at a distorted geometry (ωB97M-V/def2-TZVPD, the OMol25 dataset).

XYZ file:
```
204
Properties=species:S:1:pos:R:3:mulliken_charge:R:1
C -14.817 13.384 -20.081 -1.6693
C -16.280 13.219 -20.289 1.1861
C -16.983 14.607 -19.955 -1.5056
C -16.483 12.863 -21.826 -0.2548
C -17.886 12.325 -22.093 -0.9474
C -18.157 11.074 -21.352 -0.4584
C -17.898 11.211 -19.802 1.8263
C -19.185 11.903 -19.281 -1.8822
C -17.858 9.755 -19.194 -2.1702
N -16.706 12.026 -19.522 0.2817
O -16.389 12.062 -18.189 0.1743
H -14.323 12.413 -20.090 0.0999
H -14.338 14.023 -20.823 0.3609
H -14.625 13.891 -19.135 0.3720
H -18.061 14.490 -19.840 0.2885
H -16.611 15.220 -19.134 0.2147
H -16.783 15.277 -20.792 0.4124
H -16.318 13.723 -22.475 0.5262
H -15.739 12.086 -22.007 -0.4917
H -18.671 13.057 -21.902 0.4028
H -18.019 12.009 -23.128 0.4676
H -17.630 10.239 -21.814 -0.2203
H -19.220 10.859 -21.459 0.5556
H -19.196 11.987 -18.194 0.1605
H -20.147 11.507 -19.606 0.4172
H -19.218 12.911 -19.695 0.4074
H -18.712 9.224 -19.613 0.5679
H -17.867 9.602 -18.115 0.1696
H -16.902 9.315 -19.479 0.2537
H -15.982 11.227 -17.948 0.0855
C -11.098 18.420 -10.839 -1.6776
C -10.226 17.621 -11.818 1.5477
C -10.125 18.282 -13.219 -1.7105
C -8.797 17.616 -11.295 -1.1384
C -8.701 16.790 -10.019 -0.8846
C -9.148 15.368 -10.095 -0.7753
C -10.573 15.245 -10.699 1.7821
C -10.714 13.724 -11.167 -1.7827
C -11.680 15.533 -9.591 -1.6518
N -10.670 16.190 -11.884 -0.1179
O -11.780 16.095 -12.581 -0.1981
H -11.043 19.506 -10.901 0.4449
H -12.174 18.294 -10.959 0.3182
H -10.833 18.254 -9.794 0.2505
H -10.905 17.944 -13.901 0.2952
H -10.147 19.361 -13.072 0.3867
H -9.195 18.011 -13.719 0.4250
H -8.132 17.266 -12.084 0.4411
H -8.473 18.633 -11.072 0.3413
H -7.679 16.744 -9.643 0.4487
H -9.231 17.221 -9.170 0.3104
H -9.059 14.905 -9.112 0.3362
H -8.489 14.724 -10.677 0.2400
H -10.770 12.962 -10.390 0.4423
H -9.870 13.520 -11.825 0.3106
H -11.645 13.670 -11.732 0.1815
H -11.499 16.402 -8.959 0.3241
H -11.988 14.702 -8.956 0.4606
H -12.630 15.793 -10.058 0.2755
H -11.472 15.905 -13.470 0.3712
C -8.777 6.158 -18.717 -0.9456
O -9.290 6.795 -17.575 -0.0826
C -8.452 7.125 -16.403 -0.9409
C -9.267 7.719 -15.267 0.5341
N -8.507 8.384 -14.162 -0.0196
C -7.960 9.660 -14.624 -0.0384
C -7.156 10.389 -13.471 -1.1811
O -8.142 10.889 -12.585 0.1199
C -7.534 11.444 -11.476 -0.6503
H -8.319 5.208 -18.443 0.3660
H -8.148 6.803 -19.331 0.3443
H -9.516 5.820 -19.443 0.2547
H -7.774 7.888 -16.784 0.3239
H -7.863 6.287 -16.030 0.3539
H -9.837 6.903 -14.823 0.4188
H -10.083 8.310 -15.683 -0.5405
H -9.129 8.578 -13.391 -0.1175
H -8.565 10.378 -15.177 -0.0658
H -7.208 9.422 -15.376 0.6152
H -6.657 11.249 -13.917 0.4344
H -6.494 9.673 -12.984 0.4645
H -6.953 12.358 -11.597 0.3646
H -6.933 10.685 -10.974 0.3903
H -8.283 11.859 -10.802 -0.2280
C -13.720 4.035 -16.465 -0.3768
O -13.838 4.075 -17.932 -0.5252
C -14.599 5.211 -18.362 0.1574
C -16.150 5.150 -18.244 -0.3787
N -16.738 5.211 -16.874 -0.3110
C -17.968 5.875 -16.834 0.2853
C -18.692 5.777 -15.393 -0.9417
O -19.515 6.978 -15.445 -0.2782
C -20.393 7.092 -14.329 -0.7896
H -13.225 4.935 -16.099 -0.0575
H -13.114 3.200 -16.115 0.4004
H -14.688 3.882 -15.988 0.3040
H -14.289 5.391 -19.391 0.3567
H -14.366 6.175 -17.910 -0.2634
H -16.329 4.177 -18.702 0.2374
H -16.511 6.056 -18.732 0.3297
H -16.022 5.773 -16.436 0.0724
H -18.562 5.523 -17.676 0.6550
H -17.817 6.950 -16.936 -0.5177
H -18.064 5.727 -14.503 0.3012
H -19.345 4.904 -15.393 0.5954
H -20.049 7.599 -13.428 0.2320
H -20.805 6.123 -14.048 0.3467
H -21.208 7.712 -14.702 0.2769
C -14.489 7.166 -14.504 -0.4816
O -15.103 7.446 -15.791 0.2927
C -16.042 8.542 -15.726 -0.0154
C -15.416 9.924 -15.668 0.8938
N -14.598 9.989 -16.846 0.5262
C -13.389 10.965 -16.682 -1.1473
C -12.285 10.527 -15.652 -0.1123
O -12.626 10.805 -14.278 0.8223
C -11.575 10.698 -13.371 -0.7192
H -13.915 8.061 -14.268 -0.4309
H -13.884 6.261 -14.567 0.3729
H -15.123 6.939 -13.647 0.3902
H -16.776 8.256 -14.973 0.9804
H -16.628 8.527 -16.644 -2.1503
H -14.810 9.959 -14.763 -0.3444
H -16.124 10.747 -15.770 0.4093
H -14.296 9.043 -17.030 -0.1898
H -13.841 11.938 -16.488 -0.0229
H -12.916 10.958 -17.664 0.2394
H -11.340 11.057 -15.761 0.6823
H -12.136 9.451 -15.749 -0.0340
H -11.075 9.735 -13.473 -0.1677
H -12.113 10.689 -12.423 0.1728
H -10.873 11.527 -13.467 0.2843
C -16.294 15.898 -15.637 -0.6037
O -16.366 15.656 -14.191 -0.4212
C -15.038 15.368 -13.633 -1.1472
C -14.493 13.948 -13.941 0.9369
N -14.949 12.838 -13.097 -0.2146
C -16.386 12.826 -12.996 0.0539
C -16.902 11.624 -12.238 -1.3243
O -17.095 10.429 -13.053 -0.1386
C -18.064 10.603 -13.995 -0.5891
H -16.066 15.002 -16.214 0.0888
H -15.704 16.771 -15.917 0.3613
H -17.241 16.214 -16.075 0.3539
H -14.981 15.420 -12.545 0.4086
H -14.314 16.110 -13.968 0.3812
H -13.403 13.920 -13.941 0.4213
H -14.877 13.751 -14.942 -0.6231
H -14.692 11.931 -13.460 -0.2029
H -16.735 12.986 -14.016 0.1328
H -16.743 13.714 -12.476 0.5829
H -17.800 11.931 -11.704 0.4224
H -16.208 11.429 -11.420 0.3007
H -17.855 11.417 -14.690 0.1405
H -18.999 10.766 -13.461 0.4397
H -18.243 9.761 -14.665 0.0148
C -14.287 8.989 -11.609 -0.5501
O -12.916 8.657 -11.255 -0.4372
C -12.483 7.413 -11.813 0.5759
C -11.138 6.941 -11.338 -1.6162
N -9.970 7.836 -11.592 0.5220
C -8.763 7.441 -10.877 -0.8938
C -8.800 8.035 -9.408 -0.9394
O -8.752 9.474 -9.622 0.0046
C -8.762 10.153 -8.353 -0.9009
H -14.395 9.439 -12.596 0.0968
H -14.735 9.690 -10.904 0.3129
H -14.959 8.131 -11.593 0.4556
H -12.387 7.621 -12.879 -0.3718
H -13.204 6.641 -11.544 0.5457
H -10.870 5.985 -11.789 0.3802
H -11.179 6.725 -10.271 0.3846
H -10.140 8.797 -11.334 -0.0230
H -7.846 7.784 -11.356 0.1709
H -8.771 6.352 -10.831 0.5421
H -7.939 7.695 -8.833 0.5587
H -9.592 7.676 -8.751 0.4984
H -9.671 9.863 -7.825 0.3257
H -8.705 11.241 -8.393 0.1373
H -7.881 9.789 -7.825 0.3642
C -9.859 10.635 -18.446 -0.7010
O -11.003 10.257 -19.231 -0.3505
C -11.076 8.859 -19.581 -0.3003
C -12.450 8.712 -20.236 -0.1595
N -12.699 9.770 -21.246 -0.5347
C -14.153 9.793 -21.477 -0.0289
C -14.793 8.529 -22.097 -0.4832
O -16.025 8.898 -22.569 -0.2126
C -16.730 7.812 -23.209 -0.9387
H -9.906 11.669 -18.104 0.3035
H -9.031 10.593 -19.154 0.4509
H -9.794 10.157 -17.469 -0.0533
H -10.964 8.205 -18.715 0.0951
H -10.284 8.569 -20.272 0.5419
H -13.159 8.720 -19.409 -0.2545
H -12.477 7.679 -20.584 0.3745
H -12.390 10.581 -20.729 0.4662
H -14.328 10.678 -22.088 0.3899
H -14.785 9.985 -20.610 0.0017
H -14.943 7.699 -21.407 -0.0872
H -14.105 8.151 -22.853 0.4372
H -17.744 8.165 -23.399 0.3045
H -16.842 6.983 -22.510 0.3055
H -16.375 7.330 -24.120 0.3516
```

Results
- Lowest unoccupied orbital energy: 0.49 eV
- HOMO energy: -7.39 eV
- Kohn-Sham gap: 7.88 eV
- E_tot: -98644.43690 eV
- SMILES string: CC1(C)CCCC(C)(C)N1O.CC1(C)CCCC(C)(C)N1O.COCCNCCOC.COCCNCCOC.COCCNCCOC.COCCNCCOC.COCCNCCOC.COCCNCCOC
- Relative energy (zero: lowest compared OMol25 entry of this formula, charge and spin): 0.0 kcal/mol
- 2S+1: 1